Formula: AlH28O14
Source: the Open Molecules 2025 dataset
Level of theory: ωB97M-V with the def2-TZVPD basis set

Geometry as ORCA input:
```
! wB97M-V def2-TZVPD RIJCOSX def2/J DEFGRID3
* xyz 3 1
H -1.192 -1.851 -3.044
H -2.304 -2.658 1.022
H 2.161 3.047 0.150
O -1.574 -2.798 0.419
O -2.020 2.386 0.135
O -2.940 -0.217 -4.111
O -0.190 1.643 -2.630
H 3.543 0.367 0.490
H -3.623 -0.875 -4.241
H -2.311 0.835 2.603
O 3.207 0.291 3.775
O -1.919 0.014 2.307
H 3.811 -0.195 4.337
H 2.425 -2.634 0.109
H -3.379 0.496 -3.646
H 3.134 -0.389 -1.993
H 0.124 1.341 3.186
Al -0.145 -0.026 -0.005
O -2.949 -0.722 -1.006
H 1.390 3.448 -1.090
H 1.366 -2.232 2.331
H 2.999 0.497 1.897
O 1.528 -2.349 -0.064
H 0.253 -1.466 -3.283
H -3.659 -0.223 -1.409
H -2.090 3.075 -0.526
H 0.434 -1.626 3.358
O 1.509 2.726 -0.473
O -0.377 -1.648 -2.585
H 0.387 2.707 2.590
H -2.089 -0.603 3.019
H 2.228 0.627 -2.654
O 2.303 0.072 -1.878
O 0.754 -1.508 2.464
O 2.757 0.213 1.015
H -0.657 2.398 -2.987
H -2.216 2.826 0.962
H 2.357 0.207 4.207
H 1.059 -3.154 -0.285
O 0.314 1.781 2.358
H -2.986 -1.579 -1.433
H 0.382 1.356 -3.342
H -1.802 -3.599 -0.052
*
```

Calculated values
Kohn-Sham gap in eV: 4.0
ΔE to the lowest compared entry with this formula, charge and spin in eV: 0.4355
Total energy in eV: -35684.847

***

Formula: C4H3FNS
Source: the Open Molecules 2025 dataset
Level of theory: ωB97M-V with the def2-TZVPD basis set

Geometry as ORCA input:
```
! wB97M-V def2-TZVPD RIJCOSX def2/J DEFGRID3
* xyz -1 1
C -0.436 -1.472 0.351
H -2.200 -0.268 0.779
C -1.157 -0.283 0.464
C 1.294 -0.278 -0.685
N 0.795 0.852 -0.192
H 1.282 1.738 -0.323
S 2.867 -0.522 -1.079
F -1.087 -2.553 -0.220
C -0.480 0.903 0.342
H -0.878 1.883 0.563
*
```

Calculated values
Kohn-Sham gap in eV: 6.1
ΔE to the lowest compared entry with this formula, charge and spin in eV: 3.2158
Total energy in eV: -19236.424

***

Formula: C13H20AgOS4
Source: the Open Molecules 2025 dataset
Level of theory: ωB97M-V with the def2-TZVPD basis set

Geometry as ORCA input:
```
! wB97M-V def2-TZVPD RIJCOSX def2/J DEFGRID3
* xyz 1 1
C 3.562 -0.637 -0.421
C -4.053 -0.312 -2.604
C 2.148 2.316 0.636
S 2.531 1.502 -2.105
H 4.722 0.631 -1.683
H -3.757 -1.355 -2.698
H -1.699 -3.401 0.904
H 2.774 1.538 1.061
H -4.169 0.147 -3.584
H 3.675 3.045 -0.681
S 1.917 -1.369 -0.056
C -3.219 -0.600 2.067
S 0.422 1.744 0.686
H 2.231 3.189 1.284
Ag 0.455 0.108 -1.443
H 1.320 -1.594 2.221
H 3.860 -0.071 0.457
H -0.485 -0.142 1.683
C -2.142 -1.667 -0.273
H -3.636 -0.187 2.976
H 3.665 -0.450 -2.572
C 1.594 -0.724 1.624
C -2.124 -2.405 0.900
H -4.972 -0.212 -2.029
O -1.497 0.218 -2.537
H 2.060 3.551 -1.140
H -2.665 -2.460 2.976
H 2.548 -0.375 2.014
C -3.230 0.152 0.899
H 4.249 -1.479 -0.500
C 3.721 0.195 -1.694
H -1.731 -2.071 -1.191
H 0.551 0.685 2.835
C -2.704 -0.397 -0.261
C 2.639 2.709 -0.756
H -3.643 1.154 0.891
S -2.742 0.578 -1.761
C -2.669 -1.875 2.065
C 0.494 0.320 1.808
*
```

Calculated values
Kohn-Sham gap in eV: 9.4
Total energy in eV: -63187.733

***

Formula: H2O
Source: the Open Molecules 2025 dataset
Level of theory: ωB97M-V with the def2-TZVPD basis set

Geometry as ORCA input:
```
! wB97M-V def2-TZVPD RIJCOSX def2/J DEFGRID3
* xyz 0 1
H -0.177 1.398 0.873
O 0.208 -0.271 -0.303
H -0.032 -1.127 -0.570
*
```

Calculated values
Kohn-Sham gap in eV: 7.2
ΔE to the lowest compared entry with this formula, charge and spin in eV: 6.5726
Total energy in eV: -2073.292

***

> Look up the total energy of the fourth one.

-2073.292 eV

***

> The lowest Kohn-Sham gap belongs to which entry?

AlH28O14

***

> The highest total energy belongs to which entry?

H2O